[1]
DFT (wB97M-V/def2-TZVPD) results for a molecular structure, C23H33ClN7O4ReSi2.

Each line ends with the Löwdin spin population.
Cartesian coordinates (Å):
Re  1.745096  -0.771226  -0.260288  2.4604
O  3.601208  0.556566  -0.203282  0.0512
Cl  4.457639  -0.373854  0.546792  0.0173
O  4.961496  0.183357  1.728541  0.0061
O  3.358548  -1.339430  1.020346  0.0638
O  5.382631  -1.013329  -0.253047  0.0023
C  1.353096  2.298180  -1.487624  0.0144
Si  0.831896  1.056370  -2.797801  0.0159
C  2.343841  0.742891  -3.794010  0.0032
C  -0.743863  1.639232  -3.600313  0.0040
N  0.724742  -0.517076  -1.890426  0.0313
C  -0.083517  -1.627457  -2.342786  0.0360
C  -0.698581  -1.776055  -3.603562  -0.0025
C  -1.566575  -2.862898  -3.794158  0.0156
C  -1.514159  -3.898064  -2.877846  -0.0018
C  -0.836672  -3.819973  -1.711746  0.0140
C  -0.093219  -2.656980  -1.382405  0.0219
N  0.713797  -2.464518  -0.193187  0.1142
Si  0.459860  -3.619850  1.141443  0.0162
C  -1.227227  -4.263437  1.225414  0.0032
C  1.751209  -4.951154  0.929445  0.0022
C  0.880139  -2.742296  2.747975  0.0005
H  0.869919  3.226350  -1.740120  0.0019
H  2.396854  2.512547  -1.275933  0.0002
H  0.924954  2.034783  -0.518636  0.0053
H  2.614898  1.544291  -4.477483  0.0000
H  2.384091  -0.178978  -4.376180  0.0001
H  3.120475  0.755753  -2.996620  0.0019
H  -1.467622  2.159189  -2.850844  0.0001
H  -1.249332  0.707519  -3.863929  0.0000
H  -0.565340  2.338084  -4.446155  0.0009
H  -0.662655  -0.994070  -4.373249  -0.0001
H  -2.060033  -3.005971  -4.678804  0.0011
H  -2.205857  -4.743561  -3.047941  -0.0005
H  -0.757886  -4.740684  -1.105436  0.0009
H  -1.340626  -4.568835  2.285921  0.0003
H  -1.237731  -5.172360  0.684930  0.0003
H  -2.024104  -3.620556  0.931569  0.0000
H  1.338239  -5.890294  0.780321  0.0001
H  2.559789  -5.023384  1.696083  0.0002
H  2.226057  -4.676529  -0.027620  0.0003
H  0.176273  -1.933161  3.126183  0.0001
H  1.874863  -2.407443  2.673701  0.0005
H  0.796446  -3.514263  3.490714  0.0000
C  -1.139383  0.495164  1.048574  0.0092
C  0.053311  0.684444  1.890047  0.0234
N  1.253338  0.181649  1.602105  0.0369
C  2.050429  0.525906  2.692559  0.0090
C  1.330122  1.271133  3.537267  0.0040
N  0.100352  1.369108  3.033894  0.0071
C  -0.905536  2.341282  3.437082  0.0006
N  -1.007224  3.361018  2.471348  0.0002
N  0.006448  4.235563  2.165433  0.0000
N  -0.371853  4.965101  1.178599  0.0000
C  -1.677835  4.688617  0.902396  0.0000
C  -2.456931  5.175504  -0.134150  0.0000
C  -3.653638  4.552268  -0.393794  0.0000
C  -4.107776  3.445395  0.395937  0.0000
C  -3.332080  2.950770  1.463755  0.0000
C  -2.125230  3.661032  1.704784  0.0001
H  -1.007793  -0.202782  0.217905  0.0037
H  -1.605029  1.401897  0.740158  0.0008
H  -1.906115  -0.029357  1.675860  0.0012
H  3.100591  0.298381  2.824150  0.0002
H  1.677370  1.738355  4.437467  0.0004
H  -0.807122  2.688392  4.446091  0.0000
H  -1.845979  1.880072  3.403170  0.0002
H  -2.111273  5.911567  -0.788770  0.0000
H  -4.384199  4.836279  -1.147475  0.0000
H  -5.043739  2.932692  0.116300  0.0000
H  -3.596283  2.053122  2.041361  0.0000

Atomic forces in eV per Å
-0.46 -0.59 0.75
-0.25 0.83 -0.88
-1.73 -0.79 2.11
0.76 0.69 -0.14
0.54 -0.59 -0.84
0.94 -0.49 -0.97
-0.33 -0.28 0.46
0.87 0.46 0.66
0.63 0.16 -0.25
-1.15 0.49 1.30
-0.61 -0.60 -0.23
1.11 0.46 0.61
-1.18 0.26 0.37
2.91 0.85 1.66
-2.32 -0.63 -0.67
1.77 -0.43 1.65
0.00 -0.64 -0.01
-1.26 1.05 -2.15
1.47 0.74 1.17
0.03 -0.45 1.46
1.33 1.78 -0.11
-2.31 0.61 -0.15
-0.15 0.61 -0.13
0.18 -0.17 -0.38
-0.21 0.00 0.20
-0.07 0.23 -0.05
-0.02 -0.08 0.24
-0.22 -0.33 -0.60
1.39 -0.78 -1.13
-0.30 0.54 -0.59
-0.17 -0.70 0.43
0.25 -0.49 0.44
-1.28 -0.07 -2.07
0.80 0.26 0.06
-0.17 0.89 -0.39
-0.17 0.29 -0.39
-0.46 -0.97 -0.60
-0.62 0.42 -0.21
-0.81 -1.97 -0.15
-0.77 0.22 -0.48
0.14 -0.23 0.27
0.90 -0.75 -0.72
1.29 0.60 0.32
0.27 -0.52 0.49
-1.22 -1.49 0.97
0.16 -0.34 -1.52
-0.24 0.14 0.73
1.16 -0.23 -0.32
1.87 0.04 0.92
-1.72 0.53 0.11
0.24 -0.33 -0.41
-0.64 1.75 -0.66
-0.30 -0.55 -0.63
0.61 0.24 1.30
-0.22 -0.11 -0.46
-1.08 -0.87 -0.37
-1.10 -0.93 0.91
0.86 -0.46 0.74
-0.26 0.77 -0.60
0.15 -1.35 0.18
0.40 0.37 0.01
-0.11 0.69 -0.50
0.39 0.41 -0.31
-0.44 -0.17 -0.31
-0.24 0.17 0.17
0.80 0.16 0.49
-1.39 -0.94 0.11
0.58 1.23 -0.71
0.64 0.37 -0.18
0.57 0.40 0.27
-0.08 0.58 -0.32

## Properties
- gap between HOMO and LUMO (spin up / spin down) (eV) = 7.3333 / 6.9699
- spin multiplicity = 4
- <S²> = 3.78
- HOMO energy (spin up / spin down) (eV) = -10.923 / -11.185
- energy (a.u.) = -2697.488534
- total charge = +1

[2]
DFT (wB97M-V/def2-TZVPD) results for C5H5N3 in the gas phase.

Each line ends with the natural charge from an NBO analysis.
Cartesian coordinates (Å):
N  -0.704426  -0.688294  2.868089  -0.2631
C  -0.151512  -0.826513  1.789000  0.2824
C  0.176364  -0.835153  0.291885  -0.4378
C  1.127779  -1.633697  -0.163092  0.2402
N  1.936459  -2.391866  -0.311013  -0.2305
C  0.296139  0.746617  0.042695  -0.0662
C  -0.156037  1.152888  -1.141272  -0.2595
N  -1.100160  1.297598  0.011940  -0.5840
H  -0.528859  -1.028333  -0.473381  0.2879
H  1.263996  1.325012  0.403654  0.2388
H  -0.481511  0.310830  -1.906238  0.1824
H  0.152900  2.115260  -1.675889  0.2367
H  -1.831131  0.455651  0.263622  0.3725

Atomic forces in eV per Å
3.64 -0.86 -6.32
-3.98 -0.15 4.38
-2.70 5.98 2.95
2.90 -1.11 0.47
3.00 -2.81 -1.26
3.45 -1.47 5.09
-4.29 0.38 -7.97
0.07 -1.23 1.19
-2.50 -0.37 0.34
-2.41 -1.35 0.32
0.86 1.88 1.17
-0.51 -1.45 1.07
2.48 2.56 -1.42

## Properties
- relative energy (zero: lowest compared OMol25 entry of this formula, charge and spin) (kcal per mole) = 102.2
- gap between HOMO and LUMO (eV) = 10.8889
- HOMO energy (eV) = -10.643
- energy (a.u.) = -357.609762
- structure (SMILES) = N#CC(C#N)[C@H]1CN1
- total charge = 0

[3]
DFT (wB97M-V/def2-TZVPD) results for 2 unconnected molecules or ions with the total composition CHCl2O2S.

Each line ends with the natural charge from an NBO analysis.
Cartesian coordinates (Å):
C  0.975839  1.680026  1.410384  -0.7474
O  0.044375  -3.056595  -1.748060  -0.8257
O  -2.141435  -2.543694  -0.817413  -0.8211
S  -1.083175  -2.109650  -1.717825  1.6321
Cl  -0.522959  1.115425  0.830750  -0.1602
Cl  1.931951  2.269855  0.044331  -0.2075
H  0.795404  2.644633  1.997832  0.1298

Atomic forces in eV per Å
1.70 1.28 2.80
-1.49 1.88 -0.49
0.63 0.97 -1.15
0.89 -2.75 1.76
-2.40 -0.70 -0.88
0.82 0.52 -1.26
-0.16 -1.20 -0.78

## Properties
- relative energy (zero: lowest compared OMol25 entry of this formula, charge and spin) (kcal per mole) = 55.8
- gap between HOMO and LUMO (spin up / spin down) (eV) = 3.1075 / 3.1099
- HOMO energy (spin up / spin down) (eV) = -1.774 / -1.775
- energy (a.u.) = -1507.720031
- total charge = -1

[4]
DFT (wB97M-V/def2-TZVPD) results for 2 unconnected molecules or ions with the total composition C3H6FNO.

Each line ends with the natural charge from an NBO analysis.
Cartesian coordinates (Å):
C  2.266192  1.006995  0.026566  0.0561
C  -0.888020  -0.046089  1.131958  -0.7397
C  -1.295991  -0.763595  -0.065048  0.6988
N  -0.447512  -0.715048  -0.999762  -0.7548
O  1.867030  0.683032  -1.163150  -0.6486
F  -2.574705  -1.214704  -0.239508  -0.3261
H  3.244201  1.580382  -0.146517  0.0626
H  -1.683249  0.586084  1.485443  0.2350
H  0.095290  0.511834  1.003885  0.2836
H  -0.978589  -0.758592  1.904572  0.2400
H  -0.575382  -1.269961  -1.869152  0.3767
H  0.970735  0.399663  -1.069287  0.5165

Atomic forces in eV per Å
0.63 0.91 -0.12
-0.59 0.97 0.77
0.62 1.44 -2.73
-0.22 -1.62 -1.03
1.96 1.49 -0.01
1.24 -0.09 0.73
-0.50 -0.83 0.12
-0.42 0.93 -0.28
-1.25 -1.15 0.43
0.99 -1.04 1.38
-0.62 0.61 0.81
-1.84 -1.63 -0.07

## Properties
- relative energy (zero: lowest compared OMol25 entry of this formula, charge and spin) (kcal per mole) = 91.7
- gap between HOMO and LUMO (eV) = 9.2722
- HOMO energy (eV) = -8.427
- energy (a.u.) = -347.641932
- total charge = 0